Entry 1:
Density functional theory data (wB97M-V/def2-TZVPD) for the molecule C4H11NO.

Summary:
HOMO-LUMO gap: 10.145 eV
Energy relative to the best compared isomer or geometry (same formula, charge and spin): 41.2 kcal/mol
SMILES: CCCNCO

Geometry as ORCA input:
```
! wB97M-V def2-TZVPD RIJCOSX def2/J DEFGRID3
* xyz 0 1
C -0.568 -0.294 -1.802
C -0.038 -1.319 -0.834
C -0.426 -0.933 0.684
N -0.351 0.548 0.930
C 0.911 1.202 0.918
O 1.150 1.984 2.127
H -1.690 -0.146 -1.591
H -0.187 0.725 -1.805
H -0.540 -0.636 -2.796
H -0.144 -2.320 -1.297
H 1.079 -1.141 -0.801
H 0.304 -1.512 1.270
H -1.448 -1.321 0.823
H -1.118 1.148 0.679
H 1.064 1.877 0.014
H 1.645 0.440 0.871
H 0.356 1.697 2.612
*
```

=====

Entry 2:
Density functional theory data (wB97M-V/def2-TZVPD) for a cluster of 2 separate species, C9H14O in total.

Summary:
HOMO-LUMO gap: 9.304 eV
Energy relative to the best compared isomer or geometry (same formula, charge and spin): 10.4 kcal/mol
SMILES: Cc1ccc(O)cc1.CC

Geometry as ORCA input:
```
! wB97M-V def2-TZVPD RIJCOSX def2/J DEFGRID3
* xyz 0 1
C 2.167 1.392 2.872
C 1.405 1.368 1.577
C 1.581 0.278 0.707
C 0.975 0.220 -0.538
C 0.140 1.294 -0.879
O -0.616 1.066 -2.010
C -0.049 2.376 -0.052
C 0.663 2.459 1.158
H 3.238 1.378 2.658
H 1.869 0.536 3.491
H 2.028 2.226 3.561
H 2.017 -0.647 1.076
H 1.101 -0.563 -1.267
H -1.108 1.838 -2.224
H -0.728 3.179 -0.319
H 0.565 3.350 1.756
C -1.904 -2.114 -1.930
C -1.904 -3.341 -1.016
H -2.422 -2.242 -2.873
H -2.430 -1.266 -1.481
H -0.870 -1.804 -2.041
H -1.263 -4.158 -1.349
H -1.578 -3.017 -0.028
H -2.877 -3.808 -0.847
*
```

=====

Entry 3:
Density functional theory data (wB97M-V/def2-TZVPD) for a structure of composition C3H2CeCl2LaO4.

Summary:
HOMO-LUMO gap (spin up / spin down): 8.715 / 8.732 eV
Expectation value of S²: 0.751

Geometry as ORCA input:
```
! wB97M-V def2-TZVPD RIJCOSX def2/J DEFGRID3
* xyz 4 2
La -1.715 -0.448 -2.559
Ce 0.451 0.078 1.579
Cl -0.832 -1.937 -0.376
Cl -0.572 1.667 -0.326
C 1.668 1.911 2.049
C -0.004 -1.785 -3.321
C 0.075 0.749 -3.520
O 2.119 2.976 2.243
O 1.033 -2.299 -3.453
O 1.077 1.156 -3.910
O -0.891 -0.585 3.556
H -0.819 -1.414 4.053
H -1.589 -0.068 3.985
*
```

=====

Entry 4:
Density functional theory data (wB97M-V/def2-TZVPD) for the molecule C4H8N2.

Summary:
HOMO-LUMO gap: 9.281 eV
Energy relative to the best compared isomer or geometry (same formula, charge and spin): 102.6 kcal/mol
SMILES: [H]/N=C(/C)N1CC1

Geometry as ORCA input:
```
! wB97M-V def2-TZVPD RIJCOSX def2/J DEFGRID3
* xyz 0 1
H 1.196 0.217 2.551
N 0.558 0.989 2.019
C 0.277 0.725 0.701
C -0.689 1.551 -0.031
N 0.441 -0.383 0.027
C -0.430 -1.072 -1.110
C 0.815 -1.645 -0.215
H -1.743 1.379 -0.324
H -0.824 2.465 0.655
H -0.306 1.691 -0.910
H -1.500 -1.264 -1.007
H -0.143 -0.569 -2.140
H 1.787 -1.769 -0.764
H 0.562 -2.315 0.548
*
```

=====

DFT total energy per entry: -288.9514; -426.5562; -1841.8915; -266.5585 Eh
F_max per entry: 3.1; 1.5; 12.7; 7.1 eV/A